Below is the ion C5H10N with charge +1 at a distorted geometry, with properties calculated with ωB97M-V with the def2-TZVPD basis set.

LUMO level: -6.349 eV
ΔE to the lowest compared entry with this formula, charge and spin: 348.7 kJ/mol
Total charge: +1
Spin multiplicity: 1

XYZ file:
```
16
Properties=species:S:1:pos:R:3:forces:R:3
C 0.114 0.095 0.212 1.31 -0.78 -1.20
H -1.000 -2.756 0.261 0.60 -0.87 2.01
C 1.537 1.769 -0.802 -0.86 -0.57 -0.97
H -0.302 -1.229 2.040 0.14 0.94 -0.33
H 2.226 0.974 -1.048 -0.01 -0.51 0.48
H 0.839 -0.589 -0.218 0.38 0.17 0.52
H -0.273 2.180 0.335 -1.38 1.61 0.73
H -1.009 0.503 2.094 -0.20 0.15 0.06
C -0.656 -0.322 1.500 -0.27 -1.76 0.24
N -1.196 -0.535 0.221 -2.65 -0.56 0.82
C -1.234 -1.943 -0.347 3.56 2.75 0.46
H 1.011 1.905 -1.793 0.23 0.47 0.41
H -0.441 -1.890 -1.063 0.34 -0.44 -0.84
H -2.061 -2.236 -0.836 -3.43 0.10 -1.57
C 0.363 1.443 -0.004 1.92 -2.07 -1.02
H 2.082 2.632 -0.552 0.32 1.39 0.22
```
Forces are in eV/Å.

***

Below is a structure of composition C38H35GeMoN8PSe2, with properties calculated with ωB97M-V with the def2-TZVPD basis set.

LUMO level: -6.165 eV
ΔE to the lowest compared entry with this formula, charge and spin: 16.9 kJ/mol
Total charge: +2
Spin multiplicity: 1

XYZ file:
```
86
Properties=species:S:1:pos:R:3:forces:R:3
C 2.323 0.175 0.959 -0.07 0.05 0.03
C -2.718 -0.511 6.338 0.00 -0.03 -0.03
C 0.544 -1.365 4.762 0.06 0.02 0.00
C 4.444 0.985 2.672 -0.04 0.08 0.08
C -0.263 -1.531 3.639 0.12 -0.02 -0.05
N 5.924 -0.305 1.418 0.01 0.03 0.05
N -4.398 -1.919 -1.108 0.02 -0.02 0.08
H -1.329 -0.547 -3.239 0.03 -0.01 0.01
H -4.949 -2.588 -0.562 -0.03 0.01 -0.03
H -2.995 2.020 4.093 -0.01 -0.01 -0.01
C 1.485 2.761 4.137 -0.04 -0.02 -0.02
C -3.524 1.494 7.388 0.00 -0.01 0.02
C -0.700 2.336 -1.996 -0.09 -0.06 -0.15
H -2.770 -2.204 0.195 0.02 -0.01 0.01
H -3.144 1.619 -2.432 -0.03 0.01 0.00
H -4.776 -1.070 -4.177 0.00 0.00 0.00
C -4.006 -4.265 1.968 -0.04 0.01 -0.01
H 0.574 -1.262 -1.404 0.01 0.01 0.00
H -3.201 -0.360 8.420 0.00 0.00 0.00
Se 6.878 0.444 2.716 -0.04 0.00 -0.01
H 1.196 3.416 4.947 -0.01 0.00 0.00
H -2.441 -1.558 6.418 0.00 0.00 -0.01
H -3.113 -3.396 -1.927 0.00 0.00 0.00
C 3.100 1.495 2.919 0.07 -0.02 0.05
H -4.071 1.471 -0.944 0.00 -0.02 0.01
C -3.580 0.905 -1.739 -0.01 0.06 0.05
C 1.448 -1.015 -0.820 0.01 -0.02 0.02
H 4.775 -1.549 -0.598 0.00 0.00 0.00
H 2.010 -3.040 1.601 0.00 0.01 0.00
H -0.511 2.631 3.331 0.01 0.01 0.00
N 1.250 -0.198 0.217 0.11 0.10 -0.14
C -5.302 -0.794 -1.624 -0.01 0.06 -0.04
H 2.484 -1.664 5.627 0.00 0.00 0.00
C -5.715 -2.697 2.615 0.02 0.00 0.03
H 3.574 2.671 4.650 0.00 0.00 0.00
H -6.107 -4.571 1.636 0.00 0.02 0.00
C 4.691 0.103 1.572 -0.03 -0.08 -0.12
N -4.565 0.091 -2.455 0.00 -0.02 0.02
C -3.030 1.487 5.038 0.04 0.00 0.02
H -1.997 -3.729 2.465 0.01 0.00 0.00
H -5.711 -0.286 -0.752 0.01 -0.01 0.01
C 2.077 1.099 2.065 -0.02 -0.17 -0.08
C -4.739 -1.857 3.140 -0.02 0.03 -0.11
C 2.397 -2.390 3.612 0.01 -0.01 -0.06
C 2.790 2.351 3.977 0.01 -0.02 -0.02
H -5.039 -0.928 3.614 0.00 -0.01 0.01
C 3.599 -0.309 0.695 0.09 0.00 -0.01
C -3.466 2.158 6.172 0.01 0.01 -0.02
C -2.650 0.148 5.109 0.02 0.12 0.07
Ge -2.074 -0.842 3.563 -0.23 -0.12 -0.17
C -3.976 -0.627 -3.583 0.00 0.00 -0.01
H -4.598 -3.077 -2.865 0.00 0.00 0.00
C -3.036 -3.418 2.491 0.06 -0.01 0.05
H 3.424 -2.735 3.610 0.00 -0.01 0.00
C 0.522 2.325 3.233 0.01 0.06 0.02
N 0.808 1.523 2.212 0.00 -0.01 0.02
C -3.342 -1.366 -0.202 -0.13 -0.04 0.11
C 1.868 -1.792 4.747 -0.03 0.04 0.03
N -0.752 1.792 -3.016 0.10 0.16 0.15
H 0.147 -0.896 5.655 -0.01 -0.01 0.00
C -3.775 -2.622 -2.315 0.01 0.00 -0.05
H -3.865 2.015 8.273 0.00 0.00 0.00
C 1.604 -2.560 2.484 0.02 -0.04 0.08
Mo -0.647 0.724 0.743 -0.26 -0.09 0.26
H -3.420 0.071 -4.204 0.00 0.00 0.00
H -3.763 3.196 6.107 -0.01 0.00 0.00
H -0.323 -2.264 1.608 0.00 0.00 0.02
C 0.287 -2.125 2.501 -0.05 -0.04 0.01
N 5.479 1.291 3.410 0.02 -0.04 -0.04
H -6.762 -2.433 2.705 0.01 0.00 -0.02
C -3.151 0.159 7.472 0.00 0.03 0.01
C 2.694 -1.524 -1.155 -0.04 0.00 0.03
H -6.103 -1.276 -2.185 0.01 -0.01 0.00
H -3.722 -5.223 1.551 0.01 0.00 0.01
C -3.387 -2.195 3.061 -0.04 -0.03 -0.03
C -5.347 -3.898 2.015 0.00 -0.01 0.01
H -1.217 -2.008 -2.243 0.00 0.00 0.01
Se -0.641 3.013 -0.278 0.03 0.05 -0.10
C -1.923 0.331 1.986 0.36 0.48 -0.13
H 2.794 -2.179 -2.008 0.00 0.00 -0.01
P -2.228 -0.138 -1.007 0.12 -0.18 -0.07
N -3.079 -1.691 -3.131 -0.02 0.00 -0.01
C 3.782 -1.174 -0.385 0.00 0.01 0.02
H -3.845 -0.889 0.639 0.00 -0.04 0.03
C -1.858 -1.166 -2.515 -0.01 0.04 -0.01
H -2.331 1.377 1.858 -0.13 -0.28 0.06
```
Forces are in eV/Å.

***

Below is a structure of composition C18H6AsCl4F5NS5Tc, with properties calculated with ωB97M-V with the def2-TZVPD basis set.

LUMO level: -1.891 eV
ΔE to the lowest compared entry with this formula, charge and spin: 0.0 kJ/mol
Spin multiplicity: 1

XYZ file:
```
41
Properties=species:S:1:pos:R:3:forces:R:3
As 2.815 -4.489 4.412 0.10 0.03 0.01
C -1.208 1.403 3.937 -0.05 0.06 0.08
C -2.423 -1.618 -1.731 -0.06 -0.04 -0.10
H 4.302 2.871 -2.101 -0.03 0.00 0.00
C 1.066 0.539 2.709 0.01 -0.03 -0.25
F 2.221 0.174 2.117 -0.01 0.02 0.13
C 0.453 2.613 -1.882 0.12 -0.14 0.11
C -2.902 -2.885 -4.202 0.06 -0.05 -0.07
F -2.484 0.592 2.194 -0.02 0.00 0.02
H -4.959 -2.343 -3.883 0.03 0.00 0.01
F 0.078 2.266 5.714 -0.02 -0.04 -0.06
Cl 3.636 0.536 -0.646 0.10 -0.03 -0.03
H 0.397 4.414 -3.019 0.02 -0.02 0.01
Cl -1.256 2.480 -1.781 -0.07 0.02 -0.02
F -2.332 1.832 4.522 0.07 -0.02 -0.01
S 2.084 -2.380 4.288 0.01 -0.03 -0.07
N 0.669 0.614 -0.578 0.06 -0.16 0.13
C -0.134 0.267 2.062 -0.11 0.16 0.05
Cl 0.221 -2.176 -1.852 0.03 -0.01 0.02
C 1.166 1.195 3.919 0.11 0.01 0.05
H 2.866 4.590 -3.153 -0.01 -0.01 0.00
C -1.617 -2.837 -3.690 0.04 -0.03 -0.03
C -3.710 -1.691 -2.286 0.12 -0.03 -0.02
S 0.882 -2.648 1.235 0.12 0.25 -0.02
H -3.088 -3.370 -5.151 0.01 0.01 0.03
Cl -5.043 -0.988 -1.441 -0.07 0.01 0.00
C 2.651 1.742 -1.363 -0.21 -0.02 0.02
C 3.224 2.803 -2.039 0.13 -0.04 0.01
Tc 0.010 -0.723 0.204 -0.17 -0.27 0.14
C 1.251 1.630 -1.261 0.16 0.34 -0.18
C 1.030 3.670 -2.556 0.00 0.07 -0.03
F 2.358 1.430 4.477 -0.07 -0.01 -0.01
H -0.782 -3.278 -4.218 -0.03 0.01 0.01
S 4.613 -4.353 5.339 -0.14 0.02 -0.04
C 2.413 3.760 -2.627 -0.05 0.02 -0.01
C -1.258 0.750 2.717 0.06 -0.18 -0.13
S -2.202 -0.785 -0.189 -0.05 0.12 0.06
C 0.011 1.626 4.547 0.01 0.03 0.05
S 0.345 -2.708 3.230 0.00 -0.06 0.09
C -3.948 -2.314 -3.499 -0.07 0.05 0.06
C -1.414 -2.210 -2.476 -0.13 0.00 -0.02
```
Forces are in eV/Å.

***

Below is a structure of composition C12H24Br6O8S2 at a distorted geometry, with properties calculated with ωB97M-V with the def2-TZVPD basis set.

LUMO level: -0.412 eV
ΔE to the lowest compared entry with this formula, charge and spin: 0.0 kJ/mol
Spin multiplicity: 1

XYZ file:
```
52
Properties=species:S:1:pos:R:3:forces:R:3
Br -0.638 -7.140 1.580 -0.71 0.36 -0.38
H -2.761 -0.491 0.838 0.02 0.08 -0.09
O -0.242 0.156 -0.707 0.41 0.05 -0.05
H 1.892 -2.264 1.172 -0.33 0.22 0.25
C 0.267 -3.638 1.884 -0.38 0.69 0.00
H -2.497 -1.426 -0.677 0.05 -0.10 -0.04
H 4.167 -1.754 4.860 -0.05 0.14 -0.17
C -2.009 1.124 -4.370 -0.09 -0.23 0.60
H 0.901 -4.145 2.606 0.06 -0.17 -0.16
H 0.366 -0.830 -4.432 -0.19 -0.19 -0.38
C 0.285 1.176 -3.632 0.03 0.55 -1.05
O -2.132 5.365 0.344 0.74 -0.02 -0.54
H -1.041 2.909 -3.646 -0.29 0.06 0.08
O -0.225 4.096 1.207 -1.03 0.95 -1.07
Br 3.001 -1.193 7.005 0.11 -0.39 -0.81
C 3.125 -1.839 5.131 -0.49 0.05 0.91
C -1.090 1.850 -3.419 1.15 -0.63 -0.20
O -0.070 -0.394 1.694 0.59 -0.10 0.62
H -0.413 -2.993 2.447 0.18 0.12 0.03
O -0.873 3.794 -1.181 -0.29 1.06 0.65
O 0.193 -2.196 -0.080 -0.06 1.67 0.50
H 1.489 -3.659 0.191 0.23 0.19 0.00
C -2.183 -1.272 0.349 1.14 0.35 0.54
Br 2.658 -3.721 4.999 0.16 0.35 0.13
Br -2.727 -7.760 -0.777 0.24 0.11 0.15
H 2.068 1.841 1.998 0.36 0.33 0.18
H 1.351 5.805 -0.586 -0.22 -0.85 0.00
H -2.195 -2.176 0.953 -0.26 -0.07 -0.12
C 0.032 0.150 -4.772 0.39 0.14 0.88
S -0.910 4.787 -0.127 1.23 -1.67 1.33
O -1.366 0.129 -5.024 -0.03 -0.05 -0.13
H -2.427 -5.633 0.345 0.23 -0.06 0.85
H 0.534 0.434 -5.695 0.07 -0.13 0.00
H 0.214 6.865 0.194 -0.30 -0.11 0.05
H -0.059 6.393 -1.495 0.18 0.15 0.01
C 0.692 3.020 0.931 0.54 0.65 -0.23
H 0.572 1.955 2.806 -0.18 0.24 -0.01
Br -0.508 -5.489 -1.131 0.03 -0.12 -0.23
H -0.340 -4.332 1.310 -0.01 -0.23 0.38
Br 1.983 -0.775 4.010 0.30 -0.19 -0.02
S -0.435 -0.759 0.370 -2.02 -1.55 -1.36
H 0.999 1.891 -4.043 0.05 0.14 0.32
C 1.288 2.563 2.248 -0.79 -1.20 -0.24
H 1.496 3.424 0.297 -0.09 -0.11 0.04
H 1.614 3.363 2.905 0.29 0.15 -0.28
H -1.424 1.710 -2.397 -0.26 0.15 -0.04
O -3.181 1.287 -4.497 -0.57 0.20 -0.24
H 0.155 2.283 0.334 0.30 -0.29 0.43
C 0.293 6.047 -0.522 -0.68 0.88 -0.19
C -1.681 -6.381 0.110 0.13 -0.56 -0.56
H 0.730 0.735 -2.745 -0.27 -0.07 0.00
C 1.064 -2.888 0.840 0.36 -0.95 -0.31
```
Forces are in eV/Å.

***

Below is a structure of composition C24H39N6O6P2V at a distorted geometry, with properties calculated with ωB97M-V with the def2-TZVPD basis set.

LUMO level (spin up / spin down): -11.416 / -10.705 eV
Total charge: +3
Spin multiplicity: 2

XYZ file:
```
78
Properties=species:S:1:pos:R:3:forces:R:3
C 1.232 0.287 2.530 -0.97 -0.13 -0.29
N 0.111 -2.000 -3.588 0.25 -0.13 -0.03
P -0.946 1.401 -2.680 -0.11 -0.30 0.27
C 2.065 -3.519 5.482 0.02 -0.01 0.01
C 2.854 -2.373 5.512 0.02 -0.04 0.00
C -3.471 1.918 -3.607 -0.09 -0.02 0.06
H 1.089 3.618 -3.649 -0.01 0.00 -0.01
O -0.221 -1.455 -1.105 0.24 0.46 -0.27
C 2.373 -1.183 4.999 -0.02 0.07 -0.01
O -1.465 -0.095 -2.928 -0.01 -0.03 0.07
H 1.549 2.677 -2.218 -0.03 -0.01 0.01
H -0.692 -2.258 3.990 -0.03 -0.02 0.00
N -2.242 2.293 -2.882 -0.19 0.18 -0.10
C 0.121 1.497 -5.080 -0.01 0.05 0.00
N -0.844 0.109 3.447 -0.03 0.05 0.06
H -0.700 0.815 -5.290 -0.03 -0.02 0.01
C 1.056 3.691 6.322 0.00 0.02 0.00
H 1.253 4.773 4.479 0.00 0.00 0.00
H 2.638 0.351 1.320 0.03 0.20 1.44
H 1.536 -2.817 -2.233 -0.03 0.02 0.01
H 2.002 -2.826 -3.939 -0.01 0.01 -0.01
H -3.345 -1.499 -3.934 0.02 -0.01 0.03
H 0.818 -3.999 -3.346 0.00 0.01 0.00
H 1.160 4.573 6.939 0.00 0.00 0.00
O 2.473 0.427 2.334 0.14 -0.17 -1.48
C 1.176 -2.973 -3.246 0.02 -0.02 -0.06
H -0.108 2.469 -5.521 0.00 0.00 0.01
C 0.794 -3.475 4.933 -0.02 0.09 -0.04
N 0.304 0.158 1.541 0.39 0.01 1.13
H -1.464 -3.644 -0.797 0.03 0.04 -0.01
C 0.973 2.674 4.151 0.01 0.00 0.02
H -2.708 -4.400 -1.796 0.01 0.02 -0.03
C -0.403 -2.182 -4.966 0.01 -0.03 0.01
O -0.418 1.500 -1.201 0.38 -0.54 -0.15
H 2.547 -0.026 -2.367 -0.03 0.00 0.04
C 1.377 2.629 -3.290 0.06 0.00 -0.03
C 0.872 2.450 6.914 -0.01 -0.02 -0.02
O 2.089 0.202 -0.329 0.48 0.00 -0.74
H 1.003 2.777 3.069 0.00 0.02 0.00
C 1.108 3.806 4.938 0.00 -0.04 0.01
H 0.617 0.345 6.597 0.01 -0.01 0.00
H -2.015 4.298 -3.563 -0.01 -0.03 -0.02
H 0.175 -4.361 4.924 -0.01 0.00 -0.01
H 0.828 2.364 7.991 0.00 0.00 0.00
H 1.022 1.103 -5.546 0.02 0.00 0.04
N 0.347 1.621 -3.622 0.23 0.12 -0.05
H -3.880 -3.117 -3.495 0.03 -0.01 0.01
H -3.165 -3.224 -0.545 0.00 0.03 -0.02
H 3.843 -2.408 5.949 0.00 0.01 0.00
H -4.327 -1.737 -2.473 0.02 0.00 0.03
H -1.611 0.152 4.106 0.01 -0.01 0.01
C -2.417 -3.479 -1.294 -0.06 -0.05 -0.02
H 3.692 -0.769 -1.210 -0.03 0.00 0.03
H -3.462 2.335 -4.614 0.03 0.01 0.01
C 0.306 -2.284 4.404 0.07 0.01 0.05
H -3.575 0.839 -3.659 0.03 0.04 0.01
C -3.540 -2.163 -3.095 -0.04 -0.03 -0.02
H -0.788 -3.193 -5.110 0.01 0.00 0.02
C 0.804 1.426 4.745 0.02 0.02 0.07
H -4.325 2.320 -3.065 0.01 0.00 0.02
H -1.195 -1.469 -5.186 -0.01 0.02 0.01
C -2.086 3.745 -2.626 -0.03 0.05 -0.04
H 3.660 1.003 -1.413 -0.02 0.01 0.02
H -2.953 4.095 -2.069 0.00 -0.03 0.02
C 3.062 0.094 -1.413 0.03 -0.01 0.02
H -1.201 3.944 -2.023 0.02 -0.03 0.00
C -1.023 0.065 2.131 0.12 0.00 -0.20
N -2.322 -2.386 -2.290 -0.24 -0.10 0.14
C 1.090 -1.134 4.456 -0.15 0.00 -0.09
H 2.305 2.345 -3.787 -0.01 -0.02 0.00
P -0.974 -1.569 -2.477 -0.03 0.34 0.22
H 2.982 -0.289 5.044 0.02 0.01 0.02
O -1.966 -0.033 1.378 0.21 0.03 0.12
H 0.413 -2.013 -5.666 0.02 0.00 0.02
C 0.750 1.312 6.129 0.01 0.05 0.00
C 0.569 0.202 3.883 -0.06 -0.11 -0.09
V 0.374 0.098 -0.304 -0.70 0.00 -0.25
H 2.442 -4.445 5.895 0.00 0.01 0.01
```
Forces are in eV/Å.

***

Below is a structure of composition C7N2O27Zr3 at a distorted geometry, with properties calculated with ωB97M-V with the def2-TZVPD basis set.

LUMO level: 5.756 eV
ΔE to the lowest compared entry with this formula, charge and spin: 192.9 kJ/mol
Total charge: -4
Spin multiplicity: 1

XYZ file:
```
39
Properties=species:S:1:pos:R:3:forces:R:3
C 19.166 -9.760 -13.309 5.44 1.58 10.71
O 17.445 -10.159 -9.660 -3.40 5.11 -0.93
O 15.929 -3.965 -11.098 -5.99 -0.79 -0.97
O 17.173 -4.447 -14.065 -0.13 0.62 -6.07
C 19.850 -3.437 -9.711 1.76 1.55 -5.12
O 13.791 -9.504 -8.098 -1.27 -4.47 5.50
O 19.653 -10.831 -12.800 -0.83 -2.65 -5.50
C 18.246 -5.116 -14.179 -4.54 -0.47 11.71
O 18.812 -4.880 -12.931 6.16 1.89 0.94
O 19.129 -3.407 -8.601 -4.41 0.20 5.72
O 15.118 -6.500 -5.054 0.44 -0.04 0.21
O 17.727 -6.696 -10.903 -1.05 0.85 0.77
O 12.557 -8.101 -9.231 -2.13 -2.87 -2.08
O 20.393 -6.507 -10.455 0.51 5.85 1.73
Zr 15.993 -9.342 -8.152 -1.21 -0.95 -7.48
O 18.302 -6.403 -14.076 0.07 -4.51 -6.01
O 19.898 -8.757 -13.689 3.00 2.02 -6.85
Zr 19.517 -7.025 -12.363 -0.92 -2.93 0.40
O 21.092 -3.346 -9.710 0.08 -0.29 1.84
C 13.357 -9.069 -9.257 4.55 7.46 4.26
O 19.876 -8.365 -9.390 2.16 1.52 5.80
Zr 17.175 -3.467 -7.886 0.63 -2.41 -9.27
O 20.979 -8.342 -11.088 5.32 -1.01 -2.86
O 16.222 -5.497 -6.594 0.71 1.00 0.09
C 15.435 -3.374 -10.123 9.76 -2.59 0.53
O 16.587 -2.628 -9.815 3.33 5.41 3.37
O 19.163 -3.336 -10.742 -0.46 -0.41 0.71
C 20.788 -7.641 -9.955 -9.11 -4.88 -6.61
N 17.340 -6.598 -9.755 1.49 -1.05 1.01
C 16.992 -11.438 -9.702 10.03 4.48 3.57
O 16.909 -7.601 -9.149 -0.70 -0.50 -0.03
O 16.294 -11.406 -8.604 -5.40 -3.28 2.81
O 17.516 -5.600 -9.004 -0.03 1.44 -0.66
O 15.246 -3.747 -8.880 -4.66 -2.56 2.90
O 18.058 -12.043 -9.967 -3.83 -4.45 -1.39
O 15.751 -7.587 -6.783 0.38 -0.59 0.62
N 15.729 -6.529 -6.116 -1.28 0.35 0.00
O 18.686 -9.151 -12.226 -6.79 2.88 1.81
O 14.555 -8.887 -9.772 2.30 -0.50 -5.13
```
Forces are in eV/Å.

***

Copy entry 1 word for word.
Below is the ion C5H10N with charge +1 at a distorted geometry, with properties calculated with ωB97M-V with the def2-TZVPD basis set.

LUMO level: -6.349 eV
ΔE to the lowest compared entry with this formula, charge and spin: 348.7 kJ/mol
Total charge: +1
Spin multiplicity: 1

XYZ file:
```
16
Properties=species:S:1:pos:R:3:forces:R:3
C 0.114 0.095 0.212 1.31 -0.78 -1.20
H -1.000 -2.756 0.261 0.60 -0.87 2.01
C 1.537 1.769 -0.802 -0.86 -0.57 -0.97
H -0.302 -1.229 2.040 0.14 0.94 -0.33
H 2.226 0.974 -1.048 -0.01 -0.51 0.48
H 0.839 -0.589 -0.218 0.38 0.17 0.52
H -0.273 2.180 0.335 -1.38 1.61 0.73
H -1.009 0.503 2.094 -0.20 0.15 0.06
C -0.656 -0.322 1.500 -0.27 -1.76 0.24
N -1.196 -0.535 0.221 -2.65 -0.56 0.82
C -1.234 -1.943 -0.347 3.56 2.75 0.46
H 1.011 1.905 -1.793 0.23 0.47 0.41
H -0.441 -1.890 -1.063 0.34 -0.44 -0.84
H -2.061 -2.236 -0.836 -3.43 0.10 -1.57
C 0.363 1.443 -0.004 1.92 -2.07 -1.02
H 2.082 2.632 -0.552 0.32 1.39 0.22
```
Forces are in eV/Å.